Density functional theory data (ωB97M-V/def2-TZVPD) for a molecular structure, C15H47AsF6O8.

Calculated values
- HOMO level: -9.5338 eV
- Largest force on an atom: 2.20 eV/A
- Gap between HOMO and LUMO: 8.428 eV
- Energy above the lowest of the compared OMol25 structures with the same formula, charge and spin: 172.0 kJ/mol
- LUMO level: -1.11 eV
- DFT total energy: -109841.051 eV

Last column: Mulliken charge in e.
Cartesian coordinates (Å):
O1 18.0596 5.5176 -22.0947  -0.290
H1 17.1391 5.6789 -21.7674  0.342
H2 18.7256 5.2931 -21.3699  0.440
H3 18.3394 6.2396 -22.6841  0.432
As1 15.7659 2.6510 -22.0408  2.053
F1 15.6714 3.4085 -23.6397  -0.540
F2 15.8708 1.0962 -22.7604  -0.481
F3 15.8337 2.1736 -20.3442  -0.527
F4 15.8998 4.3009 -21.3154  -0.472
F5 14.0408 2.5905 -21.9794  -0.394
F6 17.5120 2.7615 -22.0998  -0.478
C1 13.5090 7.4169 -16.7233  -1.259
C2 14.5148 6.9307 -17.7487  0.594
C3 13.9211 5.9243 -18.7415  -0.477
O2 14.8539 8.0802 -18.5457  -0.558
H4 12.5437 7.5615 -17.2135  0.318
H5 13.7980 8.3402 -16.2230  0.385
H6 13.2896 6.6709 -15.9520  0.325
H7 15.4544 6.5145 -17.3672  0.091
H8 13.5646 5.0678 -18.1703  -0.014
H9 14.7170 5.5130 -19.3613  -0.076
H10 13.1727 6.4974 -19.2838  0.380
H11 15.2047 8.7878 -17.9998  0.312
C4 17.9430 -2.3336 -16.7002  -1.473
C5 17.1383 -1.1458 -17.1792  0.742
C6 17.5370 -0.7288 -18.6141  -0.706
O3 15.7724 -1.5656 -17.1643  -0.521
H12 18.0328 -3.1752 -17.3878  0.348
H13 17.5143 -2.7209 -15.7750  0.364
H14 18.9792 -2.0392 -16.5024  0.368
H15 17.2634 -0.2773 -16.5258  0.182
H16 16.7896 -0.0651 -19.0570  0.000
H17 17.5555 -1.5850 -19.2920  0.329
H18 18.5042 -0.2263 -18.6701  0.105
H19 15.3081 -0.8927 -17.6884  0.368
C7 12.5943 2.3873 -18.4279  -1.377
C8 12.6955 0.9198 -18.0275  1.001
C9 11.7677 -0.0367 -18.7464  -1.534
O4 14.0489 0.6093 -18.3801  -0.420
H20 11.6008 2.6546 -18.8105  0.446
H21 13.2120 2.7015 -19.2720  0.155
H22 12.7429 3.0549 -17.5783  0.291
H23 12.5318 0.7999 -16.9524  0.188
H24 10.6997 0.1895 -18.7327  0.401
H25 11.9393 -1.0451 -18.3677  0.367
H26 11.9638 -0.0543 -19.8233  0.278
H27 14.4338 1.4075 -18.7417  0.056
C10 20.3776 2.4978 -19.5897  -1.275
C11 19.4303 3.6710 -19.5991  1.690
C12 19.1487 4.1866 -18.2018  -1.395
O5 19.9467 4.7339 -20.4541  -0.632
H28 20.5078 2.0719 -20.5840  0.378
H29 19.9624 1.6599 -19.0228  0.076
H30 21.3090 2.7127 -19.0588  0.419
H31 18.5372 3.3301 -20.1238  -0.586
H32 18.7289 3.3762 -17.6013  0.361
H33 18.2934 4.8755 -18.1751  0.269
H34 19.9241 4.7486 -17.6839  0.328
H35 20.8974 4.8122 -20.3239  0.334
C13 11.3612 2.4349 -23.4278  -0.318
O6 11.3434 2.8605 -22.0917  -0.550
H36 10.3626 2.3059 -23.8460  0.311
H37 11.8388 3.1619 -24.0899  -0.018
H38 11.8651 1.4847 -23.6338  0.259
H39 12.2213 3.0659 -21.7520  0.412
C14 19.4712 -0.1705 -22.6738  -0.315
O7 19.1128 0.6366 -23.7649  -0.584
H40 19.8998 -1.1284 -22.9796  0.357
H41 20.0736 0.4015 -21.9678  0.069
H42 18.6172 -0.5822 -22.1159  0.142
H43 18.2304 1.0012 -23.6572  0.309
C15 13.2358 5.0399 -24.9285  -0.661
O8 13.5100 4.1500 -25.9728  -0.515
H44 12.1671 5.2522 -24.8730  0.364
H45 13.5396 4.7458 -23.9194  0.062
H46 13.6797 6.0456 -24.9861  0.295
H47 14.3803 3.7717 -25.8025  0.352